1.
The following is a quantum chemistry calculation of a cluster of 8 separate species, C29H46O24 in total, from the Open Molecules 2025 dataset.

Geometry (Å):
C: -2.59145 2.24474 -20.74215
C: -1.29440 1.58302 -20.29036
C: -0.31964 2.44598 -19.41989
O: -0.02428 1.56308 -18.32338
C: -0.90030 0.53595 -18.25221
O: -0.84501 -0.38231 -17.34885
O: -1.66276 0.57408 -19.37837
H: -2.43469 3.04641 -21.46384
H: -3.10612 2.65852 -19.87497
H: -3.14771 1.37066 -21.08077
H: -0.83779 1.14626 -21.17853
H: -0.66095 3.40469 -19.02941
H: 0.49293 2.74485 -20.08209
C: 7.25267 -2.26700 -18.86019
C: 8.66683 -2.52186 -19.34373
C: 9.37571 -1.36593 -19.98203
O: 10.54045 -1.11031 -19.17894
C: 10.46377 -1.91568 -18.08106
O: 11.15486 -1.83171 -17.05523
O: 9.46109 -2.81859 -18.22518
H: 6.84665 -1.71999 -19.71109
H: 7.17611 -1.57609 -18.02062
H: 6.82841 -3.25357 -18.67370
H: 8.64587 -3.41529 -19.96778
H: 8.77008 -0.48119 -20.17838
H: 9.61688 -1.76381 -20.96774
C: 10.68064 2.29100 -15.45987
C: 11.20872 1.31399 -16.48886
C: 11.66259 1.98168 -17.79258
O: 12.92588 1.46493 -18.10981
C: 13.44149 0.97887 -16.98479
O: 14.55864 0.64274 -16.79374
O: 12.45991 0.84420 -16.03772
H: 11.14591 3.27558 -15.50723
H: 10.73012 1.90639 -14.44119
H: 9.64449 2.55002 -15.67758
H: 10.46261 0.53407 -16.64095
H: 11.64579 3.07155 -17.79000
H: 11.06614 1.65337 -18.64379
C: -0.46096 3.41240 -15.50403
C: -1.75906 2.71342 -15.37336
C: -1.77361 1.61878 -14.32829
O: -2.96053 1.87538 -13.62546
C: -3.52370 3.02668 -14.07077
O: -4.44483 3.64745 -13.52169
O: -2.69686 3.60862 -14.95481
H: -0.44792 4.07981 -16.36571
H: 0.33588 2.73293 -15.80646
H: -0.16056 3.86669 -14.55985
H: -2.22267 2.32218 -16.27896
H: -0.91064 1.63373 -13.66259
H: -1.74982 0.71466 -14.93664
C: 9.49984 -3.57220 -14.41333
C: 9.33545 -2.07096 -14.13270
O: 8.86317 -1.87249 -12.80694
C: 8.64587 -0.60989 -12.34844
O: 8.35783 -0.32602 -11.15423
O: 8.56208 0.33786 -13.34321
C: 8.07907 1.69207 -13.12528
H: 8.54616 -4.01345 -14.70297
H: 10.00087 -4.03835 -13.56494
H: 10.05498 -3.74413 -15.33549
H: 8.78039 -1.63884 -14.96533
H: 10.27683 -1.52510 -14.06981
H: 8.31906 2.07831 -12.13467
H: 7.01971 1.62426 -13.37277
H: 8.51120 2.45502 -13.77279
C: 7.77211 0.66213 -16.60702
O: 6.36856 0.36706 -16.60887
C: 5.43278 1.07928 -15.95966
O: 5.61674 1.86707 -15.04616
O: 4.29779 0.67437 -16.48060
C: 3.07624 1.39193 -16.26830
H: 7.90923 1.73914 -16.70368
H: 8.33758 0.06656 -17.32371
H: 8.19196 0.39662 -15.63680
H: 3.13090 2.39654 -16.68766
H: 2.91284 1.16903 -15.21392
H: 2.34466 0.82954 -16.84847
O: 3.29843 2.39577 -19.38257
C: 4.42788 2.87743 -19.10559
O: 5.66771 2.40347 -19.34312
C: 6.65136 3.34301 -18.96619
C: 5.96253 4.28718 -18.08415
O: 4.57832 3.93837 -18.21621
H: 7.46858 2.89221 -18.40314
H: 7.05112 3.84686 -19.84621
H: 6.25321 5.24065 -18.52518
H: 6.34208 4.15088 -17.07149
O: 1.69156 6.85017 -14.74466
C: 2.77425 6.19446 -14.66129
O: 4.03675 6.68717 -14.85005
C: 5.02068 5.73187 -14.51070
C: 4.21290 4.41807 -14.49230
O: 2.91588 4.86013 -14.48298
H: 5.81026 5.60354 -15.25111
H: 5.23329 6.03446 -13.48536
H: 4.48273 3.85333 -13.59991
H: 4.47858 3.89032 -15.40827

Force components x, y, z for each atom (eV/Å):
C 0.44 -0.42 0.76
C -0.24 1.92 0.74
C -0.51 -0.34 -1.20
O 0.41 0.18 0.39
C 1.27 -3.29 1.80
O -0.84 4.78 -4.40
O -0.38 -1.86 1.68
H -0.09 -0.36 -0.24
H -0.03 0.03 0.01
H -0.51 0.56 -0.58
H 0.47 -0.19 0.31
H -0.75 -0.27 0.15
H 0.84 -0.65 0.69
C 0.56 0.28 -0.97
C -1.13 -0.31 1.11
C 0.27 -0.34 -1.59
O -0.57 -0.24 0.47
C 1.22 -0.20 2.78
O -1.91 -0.07 -3.50
O 1.65 0.18 1.15
H -0.99 -0.41 -0.02
H 0.15 -0.36 0.14
H -0.59 0.47 0.09
H 0.17 0.14 -0.21
H 0.11 0.21 0.64
H 0.87 0.58 -0.13
C -0.59 0.71 -0.14
C 0.58 1.40 0.08
C -1.93 -0.26 -1.73
O 0.59 0.50 0.16
C -0.16 -1.08 1.20
O 0.35 0.10 -0.21
O 0.60 -0.56 0.32
H 0.63 -0.19 0.10
H 0.05 -0.13 -0.15
H -0.24 -0.33 0.02
H 0.53 -0.42 -0.03
H 0.31 0.07 0.33
H -0.48 0.22 0.08
C 1.27 -0.28 -1.16
C 0.80 -0.91 -0.80
C 0.86 -0.20 -1.01
O -1.42 -0.42 0.02
C -1.18 3.08 3.22
O 2.16 -2.62 -2.01
O -2.35 1.65 0.84
H -0.27 0.65 0.43
H -0.01 -0.49 0.31
H -0.16 0.31 -0.21
H 0.86 -0.34 -0.63
H -0.13 0.11 0.17
H -0.39 -0.58 0.76
C -0.11 0.72 -0.14
C 1.68 -0.23 -0.80
O -1.31 1.62 1.16
C -2.37 1.59 3.00
O 1.50 -1.45 -4.18
O 1.19 -0.70 -0.36
C -0.48 -0.41 0.82
H -0.25 -0.14 0.81
H -0.27 -0.31 -0.18
H 0.55 0.43 0.19
H -0.62 0.29 0.53
H 0.44 -0.40 -0.88
H -0.40 -0.59 0.27
H 0.09 0.40 0.56
H 0.44 -0.83 -0.59
C -0.36 0.54 1.86
O 0.59 -0.50 -0.92
C 0.59 -0.02 0.59
O -0.09 -0.45 -1.27
O 0.41 -0.02 -1.11
C 0.04 -1.31 0.38
H 0.16 -0.07 -0.36
H -0.69 0.18 -0.43
H -0.02 0.04 0.15
H -0.01 0.10 0.72
H -0.74 1.27 0.12
H 0.01 0.12 0.04
O 5.14 1.97 0.62
C -3.24 -1.02 1.41
O -0.93 -1.01 -1.16
C 1.26 -0.88 -0.72
C -0.23 0.63 0.17
O -0.35 0.20 -0.72
H -0.05 -0.56 -0.53
H -0.01 -0.33 -0.18
H -0.94 0.65 0.84
H -0.65 0.35 0.24
O 5.12 -3.20 0.58
C -2.62 2.05 -1.15
O -1.29 1.23 -0.88
C -1.10 -0.68 1.06
C 2.34 0.64 -0.20
O -3.07 0.24 0.43
H 0.18 0.90 0.39
H 1.29 -0.31 -0.19
H -0.40 -0.32 -0.24
H -0.60 -0.40 0.23

Summary:
relative energy (zero: lowest compared OMol25 entry of this formula, charge and spin) = 0.000 eV
total energy = -2938.31550 hartree
HOMO = -10.6 eV
E_LUMO = -0.018 Ha
total charge = 0
SMILES string = C[C@H]1COC(=O)O1.C[C@H]1COC(=O)O1.C[C@H]1COC(=O)O1.C[C@H]1COC(=O)O1.CCOC(=O)OC.COC(=O)OC.O=C1OCCO1.O=C1OCCO1

2.
The following is a quantum chemistry calculation of a structure of composition C29H46P2TeW, from the Open Molecules 2025 dataset.

Geometry (Å):
W: 0.13832 0.55555 1.57541
C: 2.21498 1.18008 1.70418
C: 1.34345 2.27657 2.06461
C: 0.98602 0.53503 3.58172
C: 2.00329 0.12727 2.64556
C: 0.54846 1.86407 3.21302
C: 3.24365 1.13522 0.62781
H: 3.25332 2.06514 0.04709
H: 3.07637 0.25229 -0.00486
H: 4.23728 0.99601 1.07986
C: 2.75093 -1.16647 2.60548
H: 3.74624 -0.99192 2.16404
H: 2.21747 -1.93271 2.01042
H: 2.90383 -1.56350 3.62177
C: 0.56352 -0.25466 4.77484
H: 1.41501 -0.84053 5.14552
H: -0.24253 -0.96964 4.54877
H: 0.21128 0.41153 5.57485
C: -0.56518 2.60988 3.87119
H: -0.53214 2.44136 4.96083
H: -1.54778 2.27734 3.50878
H: -0.47371 3.68705 3.66121
C: 1.31652 3.58879 1.35828
H: 1.88510 4.33711 1.93327
H: 0.29726 3.97431 1.20485
H: 1.81312 3.50273 0.37380
C: 0.99914 -1.91018 -2.93331
C: 2.06860 -1.12567 -2.73077
C: 2.04922 0.37320 -2.58139
C: 0.84992 1.12277 -1.92615
C: -0.01702 0.53769 -0.90320
C: -1.29924 -0.20237 -1.14136
C: -1.36406 -1.44968 -2.05094
C: -0.39513 -1.41646 -3.22239
H: 2.20594 0.86865 -3.56186
H: 0.24770 1.54462 -2.77111
H: 2.92593 0.64329 -1.98129
H: -0.28271 -0.37542 -3.57910
H: 1.08606 -2.99506 -2.82825
H: 3.07838 -1.56003 -2.68341
H: -0.83022 -2.01409 -4.04725
H: -1.06191 -2.28699 -1.40243
H: -1.59388 -0.65880 -0.15908
H: -2.40731 -1.66094 -2.34318
H: 1.26537 2.05228 -1.49368
H: -0.20393 1.43253 -0.10826
P: -1.62965 1.50585 -3.59050
C: -1.99615 0.54968 -5.12651
C: -1.77135 3.20577 -4.25461
P: -2.52837 1.18940 -0.82906
C: -3.12141 1.19249 -2.57935
C: -2.25050 2.94853 -0.51066
C: -4.01867 0.60989 -0.02198
H: -2.56260 -0.36691 -4.90519
H: -1.03128 0.29320 -5.59170
H: -2.57735 1.17292 -5.82033
H: -2.50680 3.23929 -5.07019
H: -0.77943 3.45934 -4.65549
H: -2.04257 3.94756 -3.49184
H: -4.80790 0.72399 -0.78198
H: -4.28300 1.22670 0.84698
H: -3.96772 -0.44051 0.28291
H: -3.54818 0.19807 -2.81164
H: -3.88909 1.95436 -2.72174
H: -2.54845 3.19786 0.51377
H: -2.90137 3.52694 -1.18941
H: -1.21850 3.29370 -0.65554
Te: -0.91255 -1.86404 2.10242
C: 0.32427 -3.68143 2.35468
C: 0.97147 -3.99680 3.56367
C: 1.69820 -5.19342 3.67069
C: 1.76165 -6.08485 2.60408
C: 1.09318 -5.77895 1.39661
C: 0.38934 -4.56356 1.27570
H: 0.92438 -3.29323 4.39749
H: 2.23146 -5.42011 4.60874
H: 2.34065 -7.01052 2.68018
H: 1.13964 -6.46546 0.56245
H: -0.10627 -4.29299 0.34346

Force components x, y, z for each atom (eV/Å):
W -2.03 -4.25 -5.83
C 0.14 0.70 0.62
C 0.35 0.13 1.14
C 1.01 0.75 0.74
C 0.12 0.17 0.72
C 1.28 0.26 0.67
C 0.31 -0.26 -0.07
H 0.05 -0.43 -0.01
H 0.08 0.44 0.04
H -0.23 0.23 -0.08
C 0.21 -0.30 0.01
H -0.41 -0.18 0.14
H 0.43 0.34 0.29
H -0.13 0.11 -0.39
C -0.33 -0.25 0.54
H -0.16 0.26 0.03
H 0.34 0.44 0.30
H 0.19 -0.25 -0.17
C 0.07 0.48 0.26
H -0.10 0.20 -0.43
H 0.11 0.04 0.15
H -0.09 -0.36 0.21
C 0.04 0.48 -0.42
H -0.22 -0.20 -0.14
H 0.33 -0.06 0.11
H -0.35 0.11 0.44
C 0.25 -0.13 0.67
C -0.52 -0.34 -0.07
C 0.42 0.41 -0.02
C 1.21 1.44 -1.12
C 1.21 -0.54 3.32
C -0.35 0.80 3.38
C -0.37 0.29 -0.02
C 0.39 0.52 -0.83
H 0.02 -0.29 0.38
H 0.66 -0.69 1.09
H -0.04 -0.18 -0.36
H -0.21 -0.82 0.03
H 0.28 0.23 -0.38
H -0.61 -0.02 0.21
H 0.34 0.30 0.33
H -0.19 0.24 0.03
H 0.61 -0.13 -0.36
H 0.39 0.16 0.00
H 0.20 -0.41 0.02
H -0.24 -0.05 -0.70
P -1.02 0.20 -1.71
C -0.07 0.20 -0.19
C -0.32 0.18 -0.09
P -2.37 -1.23 -4.72
C -0.64 0.65 0.24
C 0.48 0.56 0.52
C -0.60 0.21 0.87
H 0.32 0.24 -0.10
H -0.45 -0.03 0.01
H 0.11 -0.32 0.11
H 0.18 0.19 0.25
H -0.31 0.07 0.07
H 0.16 -0.15 -0.18
H 0.18 -0.08 0.43
H 0.01 -0.26 -0.12
H 0.11 0.16 -0.05
H 0.23 0.49 0.22
H -0.24 -0.07 -0.04
H 0.12 -0.13 -0.07
H 0.16 -0.47 0.19
H -0.24 -0.25 -0.08
Te 0.33 -0.71 0.39
C 0.33 -0.04 0.12
C -0.24 0.30 -0.33
C 0.00 0.31 0.31
C -0.38 0.18 -0.85
C 0.12 0.64 0.95
C 0.10 -0.22 -0.05
H 0.03 -0.35 -0.15
H -0.39 0.16 -0.56
H -0.29 0.38 0.03
H -0.03 0.04 -0.02
H 0.15 -0.25 0.15

Summary:
relative energy (zero: lowest compared OMol25 entry of this formula, charge and spin) = 0.000 eV
total energy = -2149.61393 hartree
HOMO (spin up / spin down) = -12.9 / -12.9 eV
E_LUMO (spin up / spin down) = -0.282 / -0.270 Ha
total charge = +2
multiplicity = 3

3.
The following is a quantum chemistry calculation of a structure of composition C29H47BrIN3O10STa, from the Open Molecules 2025 dataset.

Geometry (Å):
C: -4.57701 -3.20955 -0.11651
C: -3.84229 -3.52217 -1.39529
C: -4.40665 -4.49627 -2.23063
C: -3.84241 -4.84864 -3.45661
C: -2.69955 -4.16644 -3.86381
C: -2.13419 -3.19891 -3.03995
C: -2.65194 -2.86257 -1.77279
C: -1.95552 -1.82255 -0.93656
Ta: -0.62453 -2.48479 0.82169
N: 0.61718 -3.05819 2.45447
I: -2.63934 -1.98719 2.78538
C: 0.13606 -0.30621 1.05348
C: -0.90721 0.79670 1.32131
C: -0.88634 1.28769 2.76224
C: 0.26242 2.25489 3.01206
O: -0.09486 3.21889 4.05884
C: -0.08378 4.48459 3.62905
O: -0.86688 4.94116 2.86264
C: 1.19357 -2.80948 -0.46857
C: 0.94126 -3.06074 -1.96048
C: 2.22386 -3.42003 -2.72070
C: 2.59799 -4.88102 -2.60137
S: 1.43026 -5.83412 -3.63458
C: 1.09466 -7.28315 -2.77603
N: -0.08547 -7.74772 -2.50888
N: 0.09319 -8.93380 -1.87549
C: 1.36472 -9.10479 -1.77515
O: 2.06826 -8.11834 -2.34297
C: -1.25875 -4.70916 0.62260
C: -0.46024 -5.58365 1.46525
O: -0.72426 -5.92714 2.54650
Br: 1.28375 -6.23404 0.73646
H: -4.41274 -2.17936 0.16629
H: -5.64400 -3.30664 -0.30259
H: -4.31987 -3.86812 0.70322
H: -5.30652 -4.99812 -1.90421
H: -4.28480 -5.60835 -4.07791
H: -2.23468 -4.39665 -4.81009
H: -1.25499 -2.69365 -3.40142
H: -1.33073 -1.22203 -1.59985
H: -2.71919 -1.14407 -0.55338
H: 1.58263 -3.08159 2.13552
H: 0.57201 -2.29891 3.12891
H: 0.55436 -0.09810 0.06459
H: 0.97389 -0.24986 1.74449
H: -0.63042 1.66798 0.71877
H: -1.91097 0.53715 1.00633
H: -1.80491 1.80784 3.00751
H: -0.76302 0.45529 3.44655
H: 0.54742 2.77130 2.09973
H: 1.13999 1.74490 3.39110
H: 0.73187 5.08262 4.04741
H: 1.69321 -3.68081 -0.04774
H: 1.88308 -1.96792 -0.38959
H: 0.49299 -2.17450 -2.38979
H: 0.27078 -3.90732 -2.08261
H: 2.06340 -3.14907 -3.76578
H: 3.01999 -2.77228 -2.35929
H: 2.59297 -5.19458 -1.56614
H: 3.57873 -5.04100 -3.03208
H: 1.86345 -9.92411 -1.30345
H: -1.29117 -5.04222 -0.41373
H: -2.24930 -4.78636 1.05659
C: 2.28186 3.87208 -3.07982
C: 1.51700 2.56903 -2.99119
O: 1.99601 1.60389 -3.94021
C: 3.12422 0.98584 -3.60174
O: 3.74948 1.14945 -2.58718
O: 3.42912 0.12004 -4.57039
C: 4.63713 -0.60494 -4.34284
H: 2.26538 4.25438 -4.10157
H: 1.83703 4.61535 -2.41832
H: 3.32325 3.73434 -2.79205
H: 0.47135 2.72543 -3.24770
H: 1.55366 2.14907 -1.98665
H: 4.62290 -1.07872 -3.36413
H: 5.50488 0.04763 -4.43045
H: 4.69365 -1.37277 -5.10921
C: -1.67543 7.95621 3.52774
C: -0.32939 8.58534 3.25714
O: -0.30732 9.98972 3.57995
C: -0.18709 10.27831 4.86926
O: -0.05713 9.49349 5.77204
O: -0.21211 11.60913 5.00032
C: -0.14292 12.06425 6.35133
H: -2.46416 8.50750 3.01227
H: -1.67996 6.92415 3.18466
H: -1.90971 7.96786 4.59234
H: -0.09831 8.53461 2.19522
H: 0.46877 8.07406 3.79479
H: 0.71301 11.63311 6.86548
H: -1.06014 11.81325 6.88194
H: -0.03449 13.14415 6.30599

Force components x, y, z for each atom (eV/Å):
C -0.17 0.23 -0.67
C 0.03 -0.26 -0.09
C 0.53 0.09 -0.35
C 0.20 0.57 0.50
C -0.15 0.00 0.43
C -0.34 -0.24 0.08
C -0.14 -0.32 -0.60
C -0.17 -0.41 0.00
Ta 1.18 0.06 1.37
N -0.48 1.13 -1.47
I 0.18 -0.04 -0.05
C -0.93 -0.50 -0.83
C 0.80 0.42 0.01
C 0.17 0.12 -0.03
C -0.35 -0.39 0.26
O 0.71 -0.13 -0.12
C 0.19 -0.23 0.39
O -0.50 0.31 -0.82
C -0.70 -0.01 -0.07
C 0.55 -0.35 0.64
C -0.72 0.66 -0.10
C 0.29 0.05 -0.32
S -0.03 0.33 -0.42
C -0.50 -0.03 0.42
N 0.01 0.93 -0.56
N 0.26 -0.92 0.45
C -0.63 -0.21 0.06
O 0.52 0.17 0.02
C 0.51 -0.27 -0.69
C -0.85 0.73 -0.60
O 0.04 -0.84 1.62
Br 0.48 -0.26 -0.40
H 0.13 0.15 0.36
H -0.18 -0.13 0.06
H 0.19 -0.02 0.23
H -0.14 -0.01 0.08
H -0.10 -0.16 -0.08
H 0.06 0.00 -0.14
H 0.11 0.16 -0.01
H 0.14 0.13 -0.03
H 0.03 0.18 0.30
H 0.10 -0.31 0.18
H -0.10 -0.29 0.37
H 0.19 -0.08 -0.14
H 0.09 0.02 0.20
H -0.20 0.15 -0.20
H -0.19 -0.27 0.09
H -0.22 0.07 0.07
H -0.30 -0.22 0.15
H -0.11 0.29 -0.07
H 0.19 -0.08 0.05
H 0.09 0.13 0.36
H 0.10 -0.11 0.13
H 0.05 0.17 0.26
H -0.12 0.10 -0.24
H -0.42 0.09 -0.09
H 0.18 -0.13 -0.27
H 0.34 -0.09 0.07
H -0.17 -0.28 0.16
H 0.27 -0.14 0.11
H 0.27 -0.10 0.09
H 0.17 0.08 -0.17
H -0.34 0.21 -0.03
C 0.20 -0.05 -0.11
C -0.18 0.27 0.23
O 0.01 0.00 -0.09
C -0.21 -0.16 0.09
O 0.11 0.07 0.01
O 0.07 0.03 -0.09
C 0.15 -0.25 -0.03
H -0.09 0.03 0.01
H -0.04 -0.01 0.00
H -0.02 -0.03 0.07
H 0.01 -0.11 -0.12
H 0.11 -0.07 -0.02
H 0.03 0.08 0.05
H -0.04 0.07 0.10
H -0.15 0.05 -0.07
C -0.24 0.22 0.18
C -0.04 -0.40 -0.16
O 0.01 0.05 -0.04
C 0.09 -0.01 -0.09
O -0.02 -0.02 0.07
O -0.02 0.05 0.01
C 0.02 0.14 0.09
H 0.05 -0.01 -0.08
H 0.02 0.09 -0.03
H 0.08 -0.02 0.02
H 0.02 0.17 -0.01
H -0.02 0.08 0.12
H -0.03 -0.08 0.01
H 0.03 -0.07 0.04
H -0.02 0.00 -0.11

Summary:
total energy = -5376.83489 hartree
HOMO = -5.3 eV
E_LUMO = 0.074 Ha
total charge = -1